[1]
This record from the Open Molecules 2025 dataset describes a cluster of 3 separate species, C5H16NO2 in total. The level of theory is wB97M-V/def2-TZVPD.

Geometry (Å):
H 2.724 2.451 0.957
H 0.593 2.361 2.203
H 3.096 0.881 -0.756
H -0.769 2.043 -0.010
H -0.220 -0.668 -0.614
O -2.671 -2.376 -0.642
H 0.446 -0.360 1.287
C 2.282 0.703 -0.095
C 2.102 1.533 0.933
H -0.765 0.369 -1.684
H 1.577 0.888 2.763
H -2.808 -2.833 -1.473
H 1.822 -0.236 -0.415
C 1.033 1.375 1.925
H 0.690 -1.882 -2.014
H 0.612 -2.012 -3.479
H -0.732 0.365 2.475
C -0.214 0.503 1.540
H -2.098 1.122 0.688
N -1.021 0.006 -0.709
H -2.727 -2.990 0.100
O 0.054 -1.787 -2.732
C -1.046 1.026 0.356
H -1.958 -0.480 -0.603

Summary:
ΔE to the lowest compared entry with this formula, charge and spin = 1.956 eV
total energy = -11021.924 eV
E_LUMO = -3.06 eV
charge = +1
orbital gap = 10.253 eV
HOMO energy = -13.31 eV

[2]
This record from the Open Molecules 2025 dataset describes a cluster of 11 separate species, C30H62N4O7 in total. The level of theory is wB97M-V/def2-TZVPD.

Geometry (Å):
H -0.972 -3.413 1.605
O -1.782 -1.422 3.019
H 4.171 -3.875 3.965
C 3.599 -1.746 -3.170
C -0.005 -0.082 -0.063
H -2.058 3.506 0.916
H -0.734 3.290 3.573
H -1.815 2.993 -3.230
C 3.030 -3.236 0.946
C -0.135 -5.068 -2.479
H -5.622 -3.353 -2.263
H -4.266 2.942 -1.776
H -0.636 2.666 5.192
H -2.231 -0.836 3.637
C -1.009 2.275 -3.244
C -4.922 -2.525 -2.161
C 3.897 2.600 1.413
H -4.030 1.614 0.130
H 1.265 -1.970 1.634
H 0.681 -0.906 -0.224
O -2.507 0.683 4.853
H 4.267 3.393 0.809
O -2.697 2.775 1.147
H 0.815 -4.950 -5.217
H 4.329 0.973 0.131
H 1.364 1.503 0.579
N 4.034 1.287 1.029
H -1.639 0.628 -4.612
C 0.459 0.971 0.942
H -0.152 0.387 -1.057
H 0.082 -3.379 -3.807
H -1.735 -4.706 2.417
O 1.423 -4.836 -4.461
H -5.801 -0.875 -3.384
C -3.772 3.383 -0.931
N 0.376 0.616 -3.785
H -3.238 -2.675 2.390
C -0.346 5.868 -0.018
H 3.651 -0.647 1.865
H 3.105 -3.087 -0.107
H 3.288 3.466 3.289
C 3.968 -3.887 1.721
H 0.555 3.518 -2.269
C 3.477 2.595 2.727
H -3.286 -3.333 -0.882
H -3.571 0.448 -2.546
C -0.937 1.050 -3.888
H -0.663 -4.442 -1.779
C -4.993 -1.267 -2.756
H 2.770 -2.380 -2.983
H 2.156 1.462 -2.968
H -2.303 -1.180 -1.025
C 0.271 2.589 -2.761
H -0.249 1.563 3.857
H 3.135 -0.354 -1.642
H -1.878 5.845 1.282
H -4.488 3.921 -0.353
H -0.925 5.925 -0.935
N 2.565 -2.815 3.103
H -2.984 4.065 -1.230
C -0.905 2.391 4.185
H 4.794 -0.282 -2.321
C 2.143 -2.597 1.798
H -0.129 6.904 0.220
H 0.689 -0.234 -4.255
C -3.847 -0.589 -2.402
H 0.620 0.448 1.899
H -2.747 -2.953 4.050
H 0.749 4.049 0.148
H 4.440 -2.423 -3.450
H 4.810 -4.456 1.371
H 2.823 0.995 4.069
N -3.112 -1.376 -1.608
C -3.725 -2.573 -1.497
C 3.254 1.270 3.127
H -2.465 1.673 -0.549
C -3.207 2.277 -0.075
H 1.500 5.297 -1.074
H -0.366 1.689 1.082
C 3.649 0.468 2.041
H -3.045 2.654 4.485
C 3.630 -3.630 3.016
H 1.549 5.464 0.789
H -0.859 -5.642 -3.102
H 3.224 -1.348 -5.124
C 0.705 -4.206 -3.391
H 1.419 -3.717 -2.762
O 3.233 -0.889 -4.253
H 4.273 -1.606 -1.208
H -3.418 0.669 5.194
H -2.569 1.729 3.054
C 1.112 1.529 -3.122
C -1.345 -3.722 2.570
C 1.013 5.109 -0.099
C 3.985 -0.927 -2.006
H 2.095 -2.475 3.932
O -1.135 5.272 1.047
O -1.228 -0.696 0.367
C -2.371 1.946 4.090
H 0.539 -5.817 -2.059
C -2.398 -2.708 3.068
H -0.550 -3.788 3.249
H -1.181 -0.730 1.337

Summary:
total energy = -52405.408 eV
E_LUMO = 0.52 eV
orbital gap = 8.139 eV
HOMO energy = -7.62 eV
SMILES = c1cc[nH]c1.c1cc[nH]c1.c1cc[nH]c1.c1cc[nH]c1.CCO.CCO.CCO.CCO.CCO.CCO.CCO

[3]
This record from the Open Molecules 2025 dataset describes a structure of composition C20H21AsBN8O5Rh. The level of theory is wB97M-V/def2-TZVPD.

Geometry (Å):
H -4.380 2.846 -1.070
C -3.843 2.231 -0.343
C -0.232 2.389 1.290
H 3.005 2.532 1.567
H -3.510 2.868 0.477
H -0.590 2.567 -2.671
C 2.902 0.210 -2.208
N 3.792 0.045 0.697
H -4.528 1.481 0.056
C 2.156 0.217 -3.369
C 0.861 3.142 1.693
N 2.079 -0.038 -1.175
O -3.929 -4.140 -0.461
B 2.330 -0.025 0.350
N 1.697 -1.307 0.947
C -4.260 -1.914 2.387
H 4.667 -1.434 -0.562
C -3.006 -2.050 0.331
H 6.938 -0.790 0.802
O -2.703 -0.161 1.730
Rh -0.883 -0.175 -0.021
H -0.053 -0.108 -3.526
N 0.198 1.228 0.788
As -2.331 1.354 -1.224
O -5.551 -3.925 1.934
C 1.961 2.352 1.405
N 0.373 -1.505 0.938
C 0.849 -0.029 -2.949
O -2.129 -1.645 -0.513
N 1.535 1.196 0.881
H -3.746 1.222 -3.348
C 4.812 -0.719 0.223
H -0.874 -3.082 1.542
N 0.829 -0.182 -1.635
C -3.274 -1.239 1.548
H 1.461 -4.289 2.216
C 0.127 -2.709 1.436
N 4.253 0.822 1.683
H -2.494 -0.052 -3.337
H 0.854 4.128 2.109
H 2.499 0.384 -4.369
H 6.109 1.098 2.578
C 2.296 -2.389 1.472
H -3.949 -0.238 -2.357
C -3.809 -3.212 0.299
C 1.328 -3.314 1.796
C 5.949 -0.398 0.923
O -4.689 -1.588 3.492
C -1.451 2.888 -2.081
H -1.283 2.606 1.372
C -4.704 -3.140 1.661
H -1.112 3.598 -1.324
C 5.533 0.581 1.839
H -2.163 3.389 -2.741
H 3.949 0.381 -2.061
H 3.355 -2.444 1.614
C -3.222 0.488 -2.730

Summary:
ΔE to the lowest compared entry with this formula, charge and spin = 0.782 eV
total energy = -107756.278 eV
E_LUMO (spin up / spin down) = -5.32 / -5.79 eV
charge = +1
multiplicity = 2
orbital gap (spin up / spin down) = 6.688 / 6.145 eV
HOMO energy (spin up / spin down) = -12.01 / -11.94 eV

Question: Which formula does entry 1 have?
Answer: C5H16NO2

Question: Among the records above, which one has the lowest total energy?
Answer: C20H21AsBN8O5Rh

Question: Which formula does entry 3 have?
Answer: C20H21AsBN8O5Rh